[1]
ORCA calculation (ωB97M-V/def2-TZVPD) on a molecular structure, C10H20ClFN2NbO10P2.

```
! RIJCOSX wB97M-V def2-TZVPD def2/J DEFGRID3
* xyz -1 1
C 1.75 2.69 1.77
C 2.32 2.98 0.41
C 3.81 2.82 0.27
N 1.58 3.32 -0.57
Nb 1.01 1.96 -1.87
Cl 0.13 3.40 -3.54
C 3.04 1.78 -2.95
C 3.14 1.97 -4.43
O 3.53 2.97 -4.95
O 2.73 0.95 -5.22
P 0.55 -0.23 -3.22
P 0.55 -1.88 -1.87
O 0.33 -3.21 -2.47
O 1.99 -1.80 -1.14
O -0.48 -1.53 -0.68
C -1.18 1.69 -1.10
O -2.05 1.04 -1.58
N -1.53 2.40 0.18
C -2.71 2.01 0.80
O -3.72 2.61 0.99
F -2.57 0.73 1.26
H 0.73 3.04 1.85
H 2.37 3.15 2.54
H 1.79 1.61 1.94
H 4.21 3.52 -0.46
H 4.32 2.94 1.23
H 4.01 1.81 -0.10
H 1.51 0.73 -0.64
H 3.45 0.82 -2.64
H 3.64 2.60 -2.54
H 2.54 0.16 -4.68
H -0.81 -0.18 -3.54
H 1.94 -1.40 -0.27
H -0.48 -2.20 0.01
H -1.59 3.40 0.01
C -3.67 -2.40 1.34
O -4.08 -3.58 2.05
C -3.33 -3.89 3.09
O -2.35 -3.30 3.47
O -3.83 -4.99 3.67
C -3.10 -5.45 4.81
H -4.37 -2.29 0.52
H -3.71 -1.53 1.99
H -2.66 -2.52 0.96
H -3.09 -4.68 5.58
H -2.08 -5.69 4.53
H -3.63 -6.33 5.16
*
```

## Properties
* E_HOMO: -5.5663 eV
* HOMO-LUMO gap: 7.2 eV



[2]
ORCA calculation (ωB97M-V/def2-TZVPD) on a molecular structure, C10H20ClIN2O2PRuS.

```
! RIJCOSX wB97M-V def2-TZVPD def2/J DEFGRID3
* xyz 3 5
C -2.07 1.53 -3.74
C -1.73 0.29 -3.02
H -2.77 1.33 -4.55
H -1.16 2.03 -4.11
H -2.54 2.21 -3.02
O -2.09 -0.85 -3.26
I -2.18 3.15 0.70
Ru -0.66 0.76 -1.23
P 1.02 -0.48 -2.01
C 1.09 -2.15 -1.31
C 1.08 -0.72 -3.81
H 2.64 1.28 -1.92
H 3.41 -0.30 -2.29
H 2.90 0.11 -0.60
C 2.67 0.22 -1.66
H 1.03 0.26 -4.29
H 2.02 -1.23 -4.07
H 1.86 -2.74 -1.81
H 0.11 -2.63 -1.43
H 0.21 -1.32 -4.12
H 1.31 -2.07 -0.24
C -1.58 -0.53 -0.31
O -2.22 -1.33 0.26
Cl 0.52 2.68 -2.09
S 0.69 1.29 0.73
C 0.17 0.48 2.17
N -1.08 0.59 2.60
C -1.54 0.06 3.86
C -0.40 0.02 4.86
C 0.79 -0.69 4.26
N 1.06 -0.20 2.91
H -1.70 1.20 2.04
H -1.92 -0.96 3.71
H -2.36 0.68 4.21
H -0.74 -0.48 5.76
H -0.12 1.04 5.15
H 0.60 -1.77 4.24
H 1.67 -0.50 4.88
H 2.00 -0.24 2.53
*
```

## Properties
* E_HOMO (alpha / beta): -20.1959 / -19.9006 eV
* HOMO-LUMO gap (alpha / beta): 8.5 / 5.1 eV



[3]
ORCA calculation (ωB97M-V/def2-TZVPD) on 2 unconnected molecules or ions with the total composition C10H20ClN4O4P.

```
! RIJCOSX wB97M-V def2-TZVPD def2/J DEFGRID3
* xyz 0 1
C 3.83 1.45 0.91
N 2.99 1.08 -0.25
C 2.49 2.24 -1.01
C 2.00 0.15 0.08
O 2.11 -0.64 1.00
C 0.71 0.06 -0.78
C -0.43 0.74 -0.09
C -0.43 1.35 1.11
N -1.74 1.82 1.22
O -2.21 2.53 2.28
C -2.46 1.50 0.17
P -4.27 1.92 -0.17
N -4.17 2.95 -1.57
O -4.78 2.93 1.02
N -1.68 0.82 -0.68
Cl -2.15 0.18 -2.15
H 3.39 1.19 1.88
H 4.00 2.53 0.93
H 4.82 1.00 0.77
H 3.19 3.08 -0.97
H 2.47 1.95 -2.08
H 1.52 2.62 -0.68
H 0.42 -1.03 -0.90
H 0.83 0.47 -1.79
H 0.37 1.46 1.83
H -2.57 1.90 2.92
H -3.40 3.61 -1.42
H -3.81 2.34 -2.31
H -4.17 3.67 1.18
C 1.43 -3.63 -0.02
C -0.10 -3.65 0.14
C -0.59 -5.08 -0.16
O -0.66 -2.80 -0.77
H 1.73 -3.90 -1.03
H 1.83 -2.64 0.21
H 1.91 -4.34 0.67
H -0.30 -3.48 1.22
H -0.34 -5.39 -1.18
H -1.68 -5.16 -0.04
H -0.13 -5.81 0.52
*
```

## Properties
* E_HOMO: -5.4188 eV
* HOMO-LUMO gap: 4.5 eV



[4]
ORCA calculation (ωB97M-V/def2-TZVPD) on a molecular structure, C10H20CoN2OP.

```
! RIJCOSX wB97M-V def2-TZVPD def2/J DEFGRID3
* xyz 0 5
C -0.76 0.52 -3.62
C -1.56 1.70 -3.47
C -0.65 2.73 -3.04
C 0.68 2.35 -3.41
C 0.64 0.93 -3.58
Co 0.13 -1.28 -0.13
P -0.08 -3.03 -1.54
H -1.10 -0.50 -3.73
H -2.64 1.77 -3.54
H -0.96 3.75 -2.78
H 1.48 0.24 -3.64
H 1.56 2.99 -3.42
H 0.99 -3.50 -2.38
H -1.23 -3.20 -2.38
H -0.19 -4.17 -0.67
C 2.55 0.94 1.69
N 1.36 0.29 2.21
C 1.34 -0.03 3.63
C 0.33 0.22 1.33
O 0.40 0.79 0.20
N -0.88 -0.48 1.56
C -1.20 -1.25 2.74
C -2.04 -0.16 0.71
H 3.29 1.02 2.49
H 2.33 1.95 1.33
H 3.02 0.36 0.89
H 0.40 0.32 4.09
H 1.48 -1.11 3.82
H 2.18 0.49 4.11
H -1.61 -0.59 3.51
H -1.95 -2.00 2.45
H -0.32 -1.79 3.09
H -1.75 0.47 -0.13
H -2.47 -1.09 0.31
H -2.81 0.35 1.30
*
```

## Properties
* E_HOMO (alpha / beta): -3.3904 / -7.5449 eV
* HOMO-LUMO gap (alpha / beta): 4.1 / 6.2 eV



[5]
ORCA calculation (ωB97M-V/def2-TZVPD) on a molecular structure, C10H20GaO5.

```
! RIJCOSX wB97M-V def2-TZVPD def2/J DEFGRID3
* xyz 3 1
Ga -0.14 0.11 -0.13
C 0.72 2.56 -1.35
C 1.31 1.49 -2.22
O 0.55 0.24 -1.95
C 1.28 -1.00 -2.27
C 2.08 -1.40 -1.05
O 1.19 -1.28 0.13
C 0.58 -2.51 0.68
C -0.79 -2.67 0.07
O -1.43 -1.34 0.05
C -2.54 -1.05 0.99
C -1.97 -0.20 2.11
O -1.11 0.76 1.41
C -0.54 1.92 2.10
C -0.10 2.83 0.97
O 0.53 1.95 -0.02
H -0.26 2.91 -1.70
H 1.40 3.41 -1.26
H 2.35 1.30 -1.98
H 1.19 1.73 -3.28
H 1.93 -0.81 -3.13
H 0.52 -1.71 -2.56
H 2.91 -0.73 -0.84
H 2.45 -2.42 -1.11
H 0.55 -2.34 1.76
H 1.24 -3.35 0.48
H -1.41 -3.36 0.63
H -0.76 -3.00 -0.97
H -2.96 -1.98 1.35
H -3.28 -0.52 0.40
H -1.37 -0.76 2.83
H -2.76 0.35 2.63
H 0.28 1.58 2.73
H -1.31 2.39 2.71
H 0.62 3.57 1.30
H -0.96 3.31 0.50
*
```

## Properties
* E_HOMO: -22.8145 eV
* HOMO-LUMO gap: 11.8 eV



[6]
ORCA calculation (ωB97M-V/def2-TZVPD) on a single C10H20N2O3 molecule.

```
! RIJCOSX wB97M-V def2-TZVPD def2/J DEFGRID3
* xyz 0 1
C 4.45 -0.20 0.81
C 3.16 0.24 0.19
C 2.55 1.21 1.36
C 2.18 -0.76 -0.28
N 2.65 -1.49 -1.42
C 0.78 -0.11 -0.71
O 0.72 1.08 -1.18
N -0.27 -0.81 -0.42
C -1.63 -0.21 -0.46
C -1.78 1.25 0.05
O -2.14 1.42 1.22
O -1.90 2.26 -0.94
C -2.62 -1.15 0.08
C -2.20 -1.72 1.55
C -4.06 -0.85 -0.25
H 4.29 -0.37 1.88
H 4.96 -1.17 0.27
H 5.13 0.58 0.77
H 3.32 1.02 -0.70
H 1.96 0.62 2.01
H 3.24 1.79 2.01
H 1.81 1.85 0.88
H 1.81 -1.52 0.53
H 2.43 -0.87 -2.26
H 2.03 -2.24 -1.55
H -0.29 -1.43 0.34
H -1.88 -0.12 -1.57
H -1.73 3.15 -0.48
H -2.18 -1.79 -0.62
H -3.16 -1.66 2.24
H -1.86 -2.84 1.50
H -1.42 -1.07 1.86
H -4.26 0.00 0.20
H -4.87 -1.63 0.05
H -4.33 -0.50 -1.13
*
```

## Properties
* E_HOMO: -9.2707 eV
* HOMO-LUMO gap: 9.9 eV



[7]
ORCA calculation (ωB97M-V/def2-TZVPD) on a gas-phase ion, C10H20N2O3P (charge +1).

```
! RIJCOSX wB97M-V def2-TZVPD def2/J DEFGRID3
* xyz 1 1
C -2.54 -0.78 2.88
C -2.69 -1.74 1.68
O -2.67 -1.06 0.40
P -1.23 -0.67 -0.15
O -0.17 -0.89 0.85
C -0.81 -1.66 -1.64
C 0.70 -2.00 -1.64
C 1.62 -0.85 -2.11
C 2.25 -0.06 -1.01
N 2.67 1.21 -1.14
C 3.18 1.65 0.06
C 3.11 0.64 0.94
N 2.54 -0.40 0.22
O -1.35 0.84 -0.67
C -0.70 1.82 0.19
C -1.19 3.20 -0.24
H -1.52 -0.93 3.27
H -2.59 0.27 2.60
H -3.21 -1.05 3.70
H -1.98 -2.57 1.71
H -3.68 -2.19 1.76
H -1.34 -2.61 -1.61
H -1.02 -1.10 -2.56
H 1.01 -2.42 -0.69
H 0.82 -2.80 -2.37
H 2.45 -1.25 -2.70
H 1.06 -0.20 -2.79
H 2.57 1.76 -1.98
H 3.57 2.63 0.27
H 3.40 0.61 1.97
H 2.30 -1.31 0.58
H 0.37 1.78 -0.02
H -0.90 1.62 1.24
H -1.07 3.33 -1.32
H -2.26 3.23 -0.04
H -0.67 3.97 0.33
*
```

## Properties
* E_HOMO: -13.5591 eV
* HOMO-LUMO gap: 11.0 eV



[8]
ORCA calculation (ωB97M-V/def2-TZVPD) on 2 unconnected molecules or ions with the total composition C10H20N3.

```
! RIJCOSX wB97M-V def2-TZVPD def2/J DEFGRID3
* xyz 1 1
C -3.88 -0.79 -0.32
C -2.00 -1.32 0.66
C -3.16 0.36 -0.12
C -3.48 1.76 -0.46
C 2.07 -2.04 -0.04
C 3.81 -0.30 0.41
C 1.51 0.19 -1.86
C 1.12 1.67 0.06
C 2.31 -0.59 0.37
C 1.62 0.39 -0.56
N -3.14 -1.82 0.18
N -2.00 -0.01 0.49
N 0.10 1.45 1.11
H -4.84 -0.93 -0.77
H -1.22 -1.89 1.11
H -2.60 2.39 -0.35
H -3.84 1.84 -1.48
H -4.26 2.14 0.20
H 2.70 -2.31 -0.89
H 1.03 -2.21 -0.32
H 2.32 -2.71 0.78
H 4.01 0.70 0.79
H 4.31 -1.02 1.05
H 4.23 -0.37 -0.59
H 1.90 -0.69 -2.34
H -1.12 0.65 0.73
H 1.04 0.91 -2.51
H 1.97 2.23 0.47
H 0.66 2.29 -0.71
H 1.91 -0.46 1.38
H 0.53 0.93 1.88
H -3.41 -2.79 0.18
H -0.19 2.35 1.49
*
```

## Properties
* E_HOMO: -12.6071 eV
* HOMO-LUMO gap: 10.3 eV



[9]
ORCA calculation (ωB97M-V/def2-TZVPD) on a gas-phase ion, C10H20N3OS (charge +1).

```
! RIJCOSX wB97M-V def2-TZVPD def2/J DEFGRID3
* xyz 1 1
C 0.52 -0.28 0.13
C 1.81 0.01 -0.21
C 0.13 -1.63 0.55
C 3.02 -0.88 -0.32
C 1.38 -2.53 0.79
C 2.45 -2.32 -0.35
C 0.95 2.50 0.41
C -4.08 -0.76 0.11
C -1.14 1.07 -0.98
C -2.17 0.01 -1.22
N 0.33 3.52 -0.12
N 1.27 2.39 1.69
N -0.42 0.80 0.22
O -2.90 -0.03 0.02
S 2.15 1.62 -0.76
H -0.54 -1.63 1.40
H -0.34 -2.10 -0.32
H 3.51 -0.81 -1.39
H 3.81 -0.68 0.45
H 1.89 -2.46 1.76
H 0.87 -3.53 0.76
H 1.91 -2.33 -1.28
H 3.34 -2.99 -0.29
H -4.61 -0.50 -0.74
H -4.52 -0.30 1.00
H -3.88 -1.78 0.17
H -1.57 2.11 -0.81
H -0.49 1.10 -1.84
H -2.78 0.41 -2.03
H -1.65 -1.05 -1.41
H -0.34 4.10 0.33
H 0.77 4.03 -0.92
H 0.79 2.98 2.32
H 1.69 1.48 1.95
H -1.19 0.45 0.92
*
```

## Properties
* E_HOMO: -11.8125 eV
* HOMO-LUMO gap: 9.0 eV



[10]
ORCA calculation (ωB97M-V/def2-TZVPD) on a molecular structure, C10H20NO7Zn.

```
! RIJCOSX wB97M-V def2-TZVPD def2/J DEFGRID3
* xyz 1 1
Zn 0.00 0.11 0.51
C 2.00 1.98 -0.25
C 2.87 0.74 -0.09
O 2.00 -0.39 0.08
C 2.50 -1.53 0.78
C 1.39 -2.55 0.72
O 0.23 -1.93 1.28
C -1.02 -2.59 1.06
C -1.48 -2.42 -0.38
O -1.02 -1.14 -0.84
C -1.82 -0.42 -1.79
C -2.62 0.64 -1.07
O -1.78 1.28 -0.11
C -1.31 2.61 -0.35
C -0.12 2.60 -1.30
O 0.80 1.57 -0.93
H 2.53 2.72 -0.85
H 1.73 2.40 0.72
H 3.50 0.85 0.80
H 3.50 0.56 -0.96
H 2.73 -1.25 1.81
H 3.39 -1.91 0.29
H 1.66 -3.44 1.30
H 1.21 -2.84 -0.32
H -1.70 -2.10 1.75
H -0.95 -3.65 1.32
H -2.57 -2.48 -0.42
H -1.07 -3.18 -1.05
H -2.47 -1.10 -2.34
H -1.11 0.02 -2.49
H -3.44 0.20 -0.50
H -3.03 1.36 -1.78
H -1.02 2.99 0.63
H -2.11 3.23 -0.76
H 0.37 3.57 -1.30
H -0.43 2.38 -2.33
O -0.75 1.30 4.02
N -0.76 0.68 3.02
O 0.15 1.11 2.13
*
```

## Properties
* E_HOMO: -11.5103 eV
* HOMO-LUMO gap: 9.3 eV



[11]
ORCA calculation (ωB97M-V/def2-TZVPD) on a single C10H20O molecule.

```
! RIJCOSX wB97M-V def2-TZVPD def2/J DEFGRID3
* xyz 0 1
C 2.65 -0.89 -1.04
C 1.37 0.12 -0.79
C 1.79 1.50 -0.55
C 0.96 -0.61 0.44
O 1.73 0.00 1.40
C -0.45 -0.44 1.07
C -1.38 -1.46 0.43
C -1.98 -1.15 -0.82
C -2.62 0.43 -0.91
C -1.58 1.38 -0.23
C -1.12 1.00 1.11
H 3.45 -0.43 -1.82
H 3.27 -1.09 0.02
H 2.12 -1.76 -1.65
H 0.57 -0.12 -1.60
H 2.42 1.92 0.29
H 0.85 1.97 -0.17
H 2.33 2.04 -1.43
H 1.08 -1.65 0.49
H 2.60 -0.12 1.18
H -0.51 -0.65 2.09
H -0.73 -2.56 0.71
H -2.13 -1.61 1.10
H -2.80 -1.80 -1.20
H -1.13 -1.28 -1.69
H -3.01 1.09 -1.77
H -3.44 0.41 -0.27
H -1.78 2.41 -0.38
H -0.60 1.19 -0.95
H -0.37 1.71 1.67
H -1.92 0.99 1.92
*
```

## Properties
* E_HOMO: -9.7768 eV
* HOMO-LUMO gap: 10.6 eV



[12]
ORCA calculation (ωB97M-V/def2-TZVPD) on 5 unconnected molecules or ions with the total composition C10H20O20S5.

```
! RIJCOSX wB97M-V def2-TZVPD def2/J DEFGRID3
* xyz 1 2
C -21.05 -16.53 11.70
C -20.76 -18.06 11.33
O -19.32 -18.11 11.33
S -18.50 -16.84 11.86
O -17.51 -16.42 10.90
O -18.18 -17.03 13.33
O -19.82 -15.81 11.77
H -21.58 -16.55 12.66
H -21.78 -15.99 11.10
H -21.07 -18.40 10.35
H -21.14 -18.78 12.05
C -25.18 -21.09 13.15
C -23.97 -20.24 12.66
O -23.74 -20.47 11.28
S -24.21 -22.01 10.86
O -23.19 -23.00 11.22
O -24.73 -22.12 9.48
O -25.44 -22.00 11.99
H -26.06 -20.50 13.38
H -25.00 -21.80 13.95
H -23.02 -20.37 13.19
H -24.21 -19.18 12.69
C -14.11 -15.31 9.92
C -13.69 -13.92 9.41
O -12.36 -13.60 9.83
S -11.68 -14.84 10.74
O -11.07 -14.35 11.98
O -10.87 -15.75 10.00
O -13.23 -15.41 11.08
H -13.77 -15.97 9.12
H -15.11 -15.32 10.34
H -14.54 -13.28 9.66
H -13.77 -14.01 8.32
C -15.44 -18.38 14.79
C -14.93 -18.85 13.41
O -14.76 -20.25 13.46
S -14.81 -20.88 14.99
O -13.54 -21.58 15.31
O -16.10 -21.55 15.21
O -14.82 -19.29 15.61
H -16.52 -18.51 14.82
H -15.28 -17.31 14.96
H -14.06 -18.41 12.91
H -15.68 -18.66 12.64
C -17.46 -14.08 15.00
C -17.33 -12.66 14.28
O -16.49 -11.96 15.08
S -16.75 -12.30 16.74
O -18.02 -11.73 17.15
O -15.57 -12.04 17.56
O -16.86 -13.85 16.26
H -16.76 -14.85 14.67
H -18.46 -14.44 15.23
H -18.32 -12.20 14.19
H -16.78 -12.80 13.35
*
```

## Properties
* E_HOMO (alpha / beta): -13.2658 / -13.2658 eV
* HOMO-LUMO gap (alpha / beta): 8.9 / 2.3 eV